(1)
{
  "formula": "C35H50AlBeBr2ClF4Mg2N2NaO11PS4",
  "method": "the ωB97M-V functional and the def2-TZVPD basis",
  "symbols": ["C", "C", "C", "Cl", "C", "C", "C", "C", "O", "C", "P", "O", "O", "S", "C", "C", "C", "S", "C", "C", "C", "C", "C", "C", "O", "C", "O", "C", "C", "C", "C", "C", "C", "S", "C", "S", "N", "C", "C", "C", "C", "C", "N", "H", "H", "H", "H", "H", "H", "H", "H", "H", "H", "H", "H", "H", "H", "H", "H", "H", "H", "H", "H", "H", "H", "H", "H", "H", "H", "H", "H", "H", "H", "H", "H", "H", "H", "H", "H", "H", "H", "H", "H", "H", "H", "Be", "F", "Al", "F", "F", "F", "Br", "O", "H", "Na", "C", "O", "O", "O", "H", "Mg", "O", "C", "O", "C", "C", "C", "H", "H", "H", "H", "H", "H", "Br", "Mg"],
  "positions_angstrom": [[5.15, -0.68, 1.66], [6.74, -0.19, 1.52], [7.04, 0.35, -0.04], [8.85, 0.47, -0.44], [6.19, -0.61, -1.11], [6.65, -2.20, -1.39], [7.91, -2.94, -0.66], [9.35, -2.78, -1.43], [9.97, -4.09, -1.83], [5.77, -3.14, -2.46], [6.18, -4.95, -2.91], [5.03, -5.44, -4.17], [7.76, -5.03, -3.69], [5.95, -6.23, -1.46], [4.46, -2.46, -3.17], [3.95, -0.88, -2.93], [4.86, 0.02, -1.91], [4.30, 1.84, -1.69], [2.47, 1.81, -2.05], [1.55, 3.00, -1.37], [2.22, 4.17, -0.44], [1.98, 3.95, 1.18], [1.87, 2.33, 1.43], [1.95, 2.01, 3.07], [3.21, 2.61, 3.54], [3.86, 1.57, 4.37], [5.20, 1.54, 4.47], [-0.08, 3.03, -1.66], [-0.68, 1.81, -2.60], [0.26, 0.61, -3.28], [-0.55, -0.50, -4.18], [-1.11, -1.80, -3.30], [-2.45, -1.42, -2.40], [-4.08, -1.86, -3.24], [-5.41, -0.64, -2.62], [-5.50, 0.84, -3.50], [-6.27, -0.99, -1.43], [-7.16, 0.15, -0.98], [-6.37, 1.34, -0.14], [-7.20, -2.15, -1.70], [-7.22, -3.11, -0.34], [1.91, 0.61, -3.02], [2.73, -0.46, -3.70], [4.44, 0.00, 0.99], [4.75, -0.58, 2.77], [5.01, -1.79, 1.31], [6.84, 0.71, 2.30], [7.48, -1.02, 1.86], [6.63, 1.47, -0.04], [8.05, -2.57, 0.45], [7.71, -4.11, -0.58], [9.36, -1.99, -2.31], [10.12, -2.34, -0.62], [10.56, -3.83, -2.63], [4.49, -6.23, -3.83], [7.78, -5.88, -4.22], [3.82, -3.14, -3.91], [1.67, 5.20, -0.71], [3.36, 4.37, -0.67], [2.91, 4.46, 1.72], [0.96, 4.46, 1.45], [0.86, 1.85, 1.08], [2.80, 1.78, 0.96], [1.90, 0.84, 3.16], [1.00, 2.50, 3.56], [3.16, 0.83, 4.94], [-0.70, 3.91, -1.20], [-1.83, 1.82, -2.82], [-1.53, 0.05, -4.57], [0.02, -0.83, -5.16], [-0.26, -2.04, -2.49], [-1.26, -2.75, -3.95], [-2.49, -0.27, -2.18], [-2.45, -1.95, -1.33], [-7.93, -0.32, -0.20], [-7.85, 0.58, -1.85], [-5.63, 1.96, -0.83], [-7.14, 2.14, 0.29], [-5.78, 0.90, 0.79], [-6.84, -2.85, -2.58], [-8.32, -1.80, -1.88], [-8.24, -3.72, -0.31], [-6.34, -3.90, -0.36], [-7.15, -2.44, 0.64], [2.15, -1.36, -3.80], [1.08, 0.03, 1.65], [-1.44, 2.00, 4.16], [-1.62, 1.54, 5.89], [-2.14, 2.98, 6.84], [-0.05, 0.93, 6.52], [-2.87, 0.25, 6.04], [-0.12, -2.38, -6.47], [3.10, 5.28, 5.16], [3.26, 4.35, 5.21], [-1.02, -4.72, -4.03], [-10.29, -5.83, -0.96], [-11.03, -6.77, -1.32], [-10.94, -4.67, -1.04], [-9.11, -5.81, -0.55], [-11.74, -5.12, -1.37], [-7.14, -6.93, 0.00], [-4.17, 3.21, 5.33], [-4.63, 4.33, 5.15], [-5.56, 4.64, 4.20], [-5.78, 6.05, 4.21], [-5.36, 6.51, 5.58], [-4.24, 5.56, 5.92], [-5.19, 6.50, 3.41], [-6.84, 6.25, 4.02], [-5.07, 7.56, 5.61], [-6.19, 6.37, 6.29], [-3.28, 5.92, 5.55], [-4.20, 5.36, 6.99], [3.66, -3.54, -5.30], [-8.34, -1.50, -3.88]],
  "fmax_ha_per_bohr": 0.178,
  "lumo_ev": -9.938,
  "mol_weight_g_mol": 1212.877,
  "gap_ev": 1.10,
  "total_charge": 2,
  "spin_multiplicity": 1
}

***

(2)
{
  "formula": "C35H50AsBrHfN5O8P3S",
  "method": "the ωB97M-V functional and the def2-TZVPD basis",
  "symbols": ["Hf", "C", "N", "C", "P", "O", "O", "P", "O", "N", "C", "C", "N", "C", "C", "N", "C", "C", "H", "H", "H", "H", "H", "H", "H", "H", "H", "H", "H", "H", "H", "H", "H", "H", "H", "H", "H", "H", "H", "H", "H", "H", "Br", "C", "C", "C", "C", "C", "N", "C", "O", "O", "H", "H", "H", "S", "C", "C", "C", "C", "C", "C", "As", "C", "C", "C", "C", "C", "C", "C", "C", "C", "C", "C", "C", "H", "H", "H", "H", "H", "H", "H", "H", "H", "H", "H", "H", "H", "H", "C", "O", "P", "O", "C", "O", "C", "H", "H", "H", "H", "H", "H", "H", "H", "H"],
  "positions_angstrom": [[-0.02, 0.08, 0.10], [-0.63, 5.71, 2.01], [0.06, 4.43, 1.81], [1.29, 4.30, 2.61], [-0.85, 3.10, 1.56], [0.06, 1.94, 1.25], [-1.78, 3.47, 0.31], [-1.91, 2.75, -1.14], [-1.42, 1.32, -0.96], [-3.46, 2.75, -1.59], [-4.14, 4.02, -1.87], [-4.36, 1.62, -1.37], [-1.12, 3.74, -2.13], [-1.35, 3.67, -3.58], [0.00, 4.61, -1.76], [-1.92, 2.71, 2.72], [-3.22, 3.38, 2.86], [-1.36, 2.23, 3.99], [0.03, 6.52, 1.69], [-0.90, 5.88, 3.05], [-1.54, 5.76, 1.40], [1.98, 5.09, 2.31], [1.77, 3.34, 2.41], [1.09, 4.40, 3.68], [-3.42, 4.81, -2.06], [-4.77, 4.31, -1.03], [-4.77, 3.90, -2.75], [-3.80, 0.71, -1.23], [-5.00, 1.52, -2.24], [-4.99, 1.80, -0.50], [-2.16, 2.98, -3.81], [-0.44, 3.34, -4.08], [-1.62, 4.67, -3.94], [0.91, 4.26, -2.26], [0.16, 4.61, -0.68], [-0.22, 5.62, -2.09], [-3.61, 3.66, 1.88], [-3.16, 4.26, 3.50], [-3.92, 2.67, 3.31], [-0.40, 1.76, 3.83], [-2.04, 1.50, 4.42], [-1.24, 3.05, 4.72], [-3.46, -0.10, 1.80], [-2.03, -0.91, 2.72], [-2.29, -1.59, 3.90], [-1.22, -2.05, 4.64], [0.07, -1.75, 4.22], [0.23, -1.09, 3.02], [-0.81, -0.72, 2.24], [1.59, -0.60, 2.57], [2.49, -0.53, 3.36], [1.60, -0.22, 1.32], [-3.31, -1.73, 4.23], [-1.39, -2.59, 5.56], [0.95, -2.00, 4.79], [0.85, -2.01, -0.98], [2.56, -1.86, -1.42], [3.28, -3.04, -1.62], [4.58, -3.00, -2.08], [5.19, -1.78, -2.36], [4.49, -0.61, -2.15], [3.18, -0.64, -1.68], [2.22, 0.99, -1.35], [3.44, 2.02, -0.27], [4.38, 1.37, 0.52], [5.25, 2.12, 1.31], [5.20, 3.50, 1.29], [4.25, 4.15, 0.51], [3.36, 3.41, -0.25], [2.21, 1.82, -3.10], [1.38, 1.23, -4.05], [1.39, 1.69, -5.36], [2.21, 2.75, -5.72], [3.03, 3.34, -4.77], [3.05, 2.87, -3.46], [2.80, -3.99, -1.42], [5.13, -3.92, -2.23], [6.20, -1.75, -2.73], [4.96, 0.35, -2.36], [4.44, 0.29, 0.54], [5.98, 1.61, 1.93], [5.89, 4.08, 1.89], [4.21, 5.23, 0.49], [2.62, 3.92, -0.85], [0.75, 0.39, -3.78], [0.76, 1.22, -6.10], [2.21, 3.11, -6.74], [3.69, 4.15, -5.05], [3.72, 3.31, -2.74], [-4.63, -2.21, -1.74], [-3.63, -1.53, -0.95], [-2.07, -1.80, -1.18], [-2.01, -1.61, -2.77], [-1.13, -2.28, -3.69], [-1.92, -3.39, -1.06], [-1.79, -3.99, 0.23], [-4.43, -3.28, -1.77], [-4.64, -1.81, -2.75], [-5.58, -2.03, -1.25], [-1.52, -2.08, -4.68], [-1.13, -3.35, -3.49], [-0.12, -1.89, -3.59], [-1.49, -5.02, 0.07], [-2.75, -3.97, 0.75], [-1.03, -3.48, 0.82]],
  "fmax_ha_per_bohr": 0.013,
  "de_lowest_kcal_mol": 1.1,
  "lumo_ev": -5.265,
  "mol_weight_g_mol": 1127.117,
  "gap_ev": 7.42,
  "total_charge": 2,
  "spin_multiplicity": 1
}

***

Looking at E for the records above, in order, we have -300970.533, -231825.515 eV.
Looking at HOMO energy for the records above, in order, we have -11.0, -12.7 eV.